[1]
DFT (ωB97M-V with the def2-TZVPD basis set) results for a 2-piece molecular cluster, CH3ClO3S overall at a distorted geometry.

Geometry as XYZ:
```
9
CH3ClO3S ωB97M-V with the def2-TZVPD basis set
C -0.62 -0.93 -0.48
O 1.79 1.79 -1.36
O 0.25 -0.06 -1.25
O -0.41 1.36 1.62
S 1.40 0.76 -0.47
Cl 0.04 0.45 2.86
H -1.67 -0.61 -0.75
H -0.33 -0.75 0.61
H -0.46 -2.01 -0.78
```

## Properties
Relative energy (zero: lowest compared OMol25 entry of this formula, charge and spin): 374.8 kJ/mol
Orbital gap (alpha / beta): 9.39 / 5.93 eV



[2]
DFT (ωB97M-V with the def2-TZVPD basis set) results for a 2-piece molecular cluster, CH3ClOS overall at a distorted geometry.

Geometry as XYZ:
```
7
CH3ClOS ωB97M-V with the def2-TZVPD basis set
C -1.04 0.84 0.59
O -1.28 -0.01 -0.38
S -3.67 -1.20 0.04
Cl -4.25 0.58 0.34
H -1.38 1.87 0.38
H 0.07 0.81 0.85
H -1.45 0.66 1.51
```

## Properties
Relative energy (zero: lowest compared OMol25 entry of this formula, charge and spin): 397.0 kJ/mol
Orbital gap (alpha / beta): 6.09 / 5.99 eV



[3]
DFT (ωB97M-V with the def2-TZVPD basis set) results for a 2-piece molecular cluster, CH3F2N2P overall at a distorted geometry.

Geometry as XYZ:
```
9
CH3F2N2P ωB97M-V with the def2-TZVPD basis set
C -0.85 0.96 -1.42
N -1.22 0.30 -2.35
N 1.53 -1.26 1.52
F 1.04 1.21 1.56
F -0.69 -0.20 2.27
P 0.45 -0.25 1.08
H -0.92 2.00 -1.17
H -1.14 -0.70 -2.49
H 1.79 -2.06 0.98
```

## Properties
Relative energy (zero: lowest compared OMol25 entry of this formula, charge and spin): 272.5 kJ/mol
Orbital gap (alpha / beta): 6.30 / 8.46 eV



[4]
DFT (ωB97M-V with the def2-TZVPD basis set) results for a 2-piece molecular cluster, CH3F3N2S overall at a distorted geometry.

Geometry as XYZ:
```
10
CH3F3N2S ωB97M-V with the def2-TZVPD basis set
C -0.22 1.04 0.03
N 1.23 -1.41 1.41
N -1.23 -0.45 -1.87
F -1.16 2.03 -0.06
F 0.68 1.28 -0.92
F 0.43 1.15 1.13
S -1.07 -0.66 -0.29
H 1.80 -0.78 0.82
H -1.59 -1.13 -2.54
H 1.12 -1.06 2.28
```

## Properties
Relative energy (zero: lowest compared OMol25 entry of this formula, charge and spin): 172.2 kJ/mol
Orbital gap (alpha / beta): 9.46 / 7.90 eV



[5]
DFT (ωB97M-V with the def2-TZVPD basis set) results for a 2-piece molecular cluster, CH3F3NS overall at a distorted geometry.

Geometry as XYZ:
```
9
CH3F3NS ωB97M-V with the def2-TZVPD basis set
C -0.21 -0.01 -0.47
N -0.06 0.22 3.25
F 1.19 0.62 5.56
F -1.22 0.93 5.32
F -0.02 -1.21 5.50
S -0.01 0.15 4.69
H -0.67 0.78 -1.11
H 0.11 0.25 0.59
H 0.29 -0.75 -0.89
```

## Properties
Relative energy (zero: lowest compared OMol25 entry of this formula, charge and spin): 403.8 kJ/mol
Orbital gap: 4.83 eV
Total charge: +1



[6]
DFT (ωB97M-V with the def2-TZVPD basis set) results for CH3F3OP as an isolated structure at a distorted geometry.

Geometry as XYZ:
```
9
CH3F3OP ωB97M-V with the def2-TZVPD basis set
C -0.14 1.36 0.18
O -1.22 1.21 0.34
F -0.21 -1.84 -0.68
F -1.24 -1.43 1.43
F 0.66 -0.42 1.01
P 0.18 -2.00 0.96
H 0.47 0.70 -1.50
H 0.94 1.67 0.58
H 0.56 0.74 -2.32
```

## Properties
Relative energy (zero: lowest compared OMol25 entry of this formula, charge and spin): 341.3 kJ/mol
Orbital gap: 9.95 eV
Total charge: +1



[7]
DFT (ωB97M-V with the def2-TZVPD basis set) results for a 2-piece molecular cluster, CH3F3OSi overall at a distorted geometry.

Geometry as XYZ:
```
9
CH3F3OSi ωB97M-V with the def2-TZVPD basis set
C -1.58 -0.04 0.33
O 0.63 -0.83 -1.07
F -0.88 1.11 0.64
F 2.79 -0.59 0.75
F 2.26 1.32 -0.94
Si 1.90 -0.17 -0.48
H -1.28 -0.70 1.15
H -1.15 -0.39 -0.68
H -2.70 0.29 0.31
```

## Properties
Relative energy (zero: lowest compared OMol25 entry of this formula, charge and spin): 250.6 kJ/mol
Orbital gap: 10.18 eV



[8]
DFT (ωB97M-V with the def2-TZVPD basis set) results for a 2-piece molecular cluster, CH3F3P2 overall at a distorted geometry.

Geometry as XYZ:
```
9
CH3F3P2 ωB97M-V with the def2-TZVPD basis set
C -1.37 0.80 0.05
F -2.38 1.39 0.84
F -1.35 1.46 -1.08
F 0.01 -1.41 -0.24
P 2.65 0.07 0.24
P -1.61 -0.97 0.02
H 2.81 -1.12 -0.37
H 2.83 0.91 -0.82
H -1.58 -1.12 1.36
```

## Properties
Relative energy (zero: lowest compared OMol25 entry of this formula, charge and spin): 273.7 kJ/mol
Orbital gap (alpha / beta): 7.66 / 8.11 eV



Looking at E for the records above, in order, we have -30580.7701; -26485.9171; -18787.6513; -23049.4224; -21548.5057; -20565.6147; -19165.6861; -27811.7977 eV.